(1)
112
Properties=species:S:1:pos:R:3:mulliken_charge:R:1 method="wB97M-V/def2-TZVPD" homo_lumo_gap_ev=5.7 e_tot_ev=-94515.678 homo_ev=-6.791
Bi -0.80 -0.23 0.76 1.1800
C 4.75 -6.75 -5.03 -0.8888
O 3.43 -6.70 -4.57 -0.4624
C 2.97 -5.70 -3.81 0.8675
C 1.72 -5.92 -3.28 -0.7669
C 1.07 -4.94 -2.53 -0.0824
C 1.71 -3.68 -2.33 -0.7605
C 2.99 -3.53 -2.83 -0.0727
C 3.61 -4.50 -3.61 -0.8322
C 1.13 -2.52 -1.61 0.9796
C 1.52 -2.24 -0.33 0.6475
C 2.56 -3.05 0.34 -1.5301
C 2.88 -2.42 1.50 -0.9644
C 2.15 -1.09 1.51 0.4546
N 1.26 -1.12 0.48 -0.0496
C 2.32 -0.03 2.42 0.4103
C 1.59 1.13 2.30 1.0864
C 1.87 2.26 3.18 -1.4893
C 1.03 3.26 2.89 -1.5169
C 0.11 2.74 1.89 0.4405
C -1.02 3.34 1.46 1.2319
C -1.35 4.68 1.99 -1.2136
C -0.96 5.85 1.35 -0.1299
C -1.26 7.11 1.85 -0.7143
C -1.90 7.24 3.06 1.1936
O -2.31 8.38 3.64 -0.4558
C -2.06 9.64 2.97 -0.8375
C -2.23 6.07 3.77 -0.8006
C -2.04 4.82 3.23 -0.2384
C -1.77 2.90 0.32 0.4720
N -1.53 1.76 -0.32 0.1325
C -2.30 1.83 -1.50 0.3300
C -2.21 0.95 -2.55 1.0000
C -3.10 1.23 -3.73 -0.7078
C -4.49 1.09 -3.59 -0.0424
C -5.37 1.36 -4.57 -0.9896
C -4.96 1.80 -5.83 1.0223
O -5.89 2.00 -6.77 -0.4734
C -5.52 2.44 -8.10 -0.7797
C -3.56 1.95 -6.01 -0.7264
C -2.69 1.62 -5.00 -0.3361
C -1.41 -0.21 -2.62 0.4148
C -1.32 -1.06 -3.79 -1.3214
C -0.37 -2.03 -3.52 -1.2841
C 0.09 -1.78 -2.24 -0.0484
N -0.50 -0.62 -1.72 -0.2084
C -2.99 3.07 -1.55 -1.3938
C -2.69 3.72 -0.41 -1.4127
N 0.52 1.44 1.56 0.2104
C 3.36 -0.22 3.52 -0.7351
C 4.69 -0.47 3.16 -0.8166
C 5.67 -0.55 4.13 -0.7920
C 5.34 -0.43 5.46 0.9559
O 6.25 -0.52 6.51 -0.4539
C 7.64 -0.26 6.23 -0.8077
C 4.00 -0.28 5.82 -0.6175
C 3.01 -0.18 4.87 0.1899
H 4.82 -7.76 -5.35 0.2991
H 5.46 -6.69 -4.19 0.3609
H 5.00 -6.01 -5.81 0.2899
H 1.29 -6.85 -3.39 0.5410
H 0.12 -5.06 -2.00 0.4518
H 3.50 -2.61 -2.63 0.5190
H 4.54 -4.31 -4.09 0.4304
H 2.93 -3.98 -0.01 0.5639
H 3.53 -2.75 2.34 0.5819
H 2.74 2.27 3.83 0.5344
H 1.04 4.23 3.35 0.4459
H -0.45 5.70 0.41 0.4897
H -0.99 7.96 1.25 0.2951
H -2.20 10.35 3.78 0.2648
H -2.83 9.80 2.22 0.3110
H -1.08 9.70 2.58 0.3399
H -2.76 6.14 4.72 0.3697
H -2.33 3.92 3.72 0.6331
H -4.80 0.73 -2.61 0.5124
H -6.41 1.19 -4.45 0.4556
H -6.44 2.68 -8.66 0.2424
H -5.04 1.64 -8.68 0.3212
H -4.90 3.36 -8.08 0.3019
H -3.17 2.29 -6.90 0.4880
H -1.63 1.67 -5.16 0.5072
H -1.90 -1.05 -4.67 0.6117
H -0.01 -2.75 -4.28 0.4678
H -3.61 3.43 -2.34 0.5109
H -2.87 4.73 -0.12 0.5982
H 4.94 -0.54 2.11 0.5382
H 6.71 -0.64 3.89 0.2258
H 8.08 -0.56 7.19 0.2633
H 7.79 0.83 6.08 0.3082
H 8.05 -0.83 5.44 0.3417
H 3.71 -0.16 6.86 0.3925
H 1.96 0.07 5.16 0.3987
N -0.28 -1.36 5.66 -0.3376
C -0.70 -1.50 4.38 0.4238
S -1.36 -0.06 3.70 -0.4419
N -0.58 -2.68 3.80 -1.3464
N -1.10 -2.76 2.57 0.7939
C -1.27 -3.91 2.04 -0.8215
C -1.91 -4.02 0.74 0.8575
C -2.35 -5.28 0.26 -1.0795
C -3.11 -5.30 -0.88 -0.2721
C -3.43 -4.09 -1.58 -1.1744
C -2.84 -2.93 -1.09 -0.1884
N -2.13 -2.88 0.05 0.1425
H -0.55 -0.52 6.12 0.2479
H -0.16 -2.24 6.14 0.2598
H -1.05 -4.81 2.68 0.2133
H -2.11 -6.20 0.73 0.4560
H -3.53 -6.24 -1.24 0.4124
H -4.10 -4.03 -2.42 0.4964
H -2.86 -1.96 -1.56 0.6848

=====

(2)
115
Properties=species:S:1:pos:R:3:mulliken_charge:R:1 method="wB97M-V/def2-TZVPD" homo_lumo_gap_ev=5.9 e_tot_ev=-136482.508 e_above_lowest_kj_mol=431.61 homo_ev=-7.241
Ir -0.38 1.66 -0.65 0.9262
N 3.13 0.46 0.55 -0.5338
S 2.86 -1.01 0.02 1.7698
N 0.75 -3.21 0.02 -0.1144
S -0.75 -3.59 0.58 1.3730
N -1.98 -3.26 -0.12 -0.7852
S -2.99 -0.12 -0.65 1.0514
N -2.22 1.24 -0.99 -0.1113
C -4.34 -0.14 -1.84 0.0366
C -4.42 0.85 -2.80 -0.2821
C -5.44 0.78 -3.74 -0.6325
C -6.35 -0.26 -3.71 -0.4702
C -6.25 -1.25 -2.74 -0.6875
C -5.23 -1.21 -1.81 -0.4730
C -4.00 0.24 0.80 0.2282
C -4.32 -0.82 1.63 -0.0042
C -5.08 -0.56 2.77 -0.5696
C -5.48 0.74 3.05 -0.5554
C -5.13 1.79 2.21 -0.7153
C -4.38 1.55 1.07 -0.6131
C -0.64 -5.34 1.04 -0.2647
C -1.77 -5.94 1.57 -0.0874
C -1.75 -7.29 1.89 -0.7198
C -0.60 -8.04 1.66 -0.4446
C 0.52 -7.44 1.12 -0.7966
C 0.51 -6.09 0.81 0.1043
C -0.50 -2.84 2.21 -0.1174
C -1.04 -1.58 2.37 0.2307
C -0.87 -0.90 3.57 -0.8630
C -0.14 -1.49 4.60 -0.7342
C 0.41 -2.75 4.42 -0.7936
C 0.25 -3.43 3.22 -0.3187
C 3.47 -1.96 1.41 0.2761
C 3.71 -3.32 1.23 -0.4386
C 4.22 -4.06 2.28 -0.7013
C 4.48 -3.45 3.50 -0.5831
C 4.21 -2.10 3.68 -0.6706
C 3.69 -1.35 2.63 -0.2832
C 4.21 -1.43 -1.10 0.1006
C 3.96 -2.30 -2.15 0.1996
C 4.99 -2.61 -3.03 -0.9154
C 6.24 -2.05 -2.86 -0.5935
C 6.48 -1.17 -1.80 -0.7097
C 5.46 -0.86 -0.91 -0.6252
H -3.71 1.67 -2.78 0.3794
H -5.51 1.55 -4.50 0.4274
H -7.15 -0.30 -4.45 0.3819
H -6.96 -2.06 -2.72 0.4057
H -5.11 -1.99 -1.07 0.4189
H -3.98 -1.82 1.38 0.2518
H -5.34 -1.37 3.43 0.4438
H -6.06 0.93 3.94 0.3955
H -5.44 2.80 2.45 0.4308
H -4.07 2.35 0.40 0.4296
H -2.67 -5.34 1.72 0.4269
H -2.63 -7.76 2.31 0.3883
H -0.59 -9.09 1.91 0.3778
H 1.41 -8.03 0.94 0.4125
H 1.37 -5.59 0.38 0.2861
H -1.60 -1.14 1.56 0.2317
H -1.30 0.08 3.70 0.6198
H -0.01 -0.97 5.53 0.3946
H 0.97 -3.21 5.22 0.4388
H 0.68 -4.41 3.08 0.4496
H 3.51 -3.78 0.27 0.2898
H 4.42 -5.12 2.15 0.4358
H 4.88 -4.03 4.32 0.3820
H 4.41 -1.62 4.63 0.4433
H 3.48 -0.29 2.73 0.3785
H 2.96 -2.71 -2.28 0.4251
H 4.80 -3.28 -3.86 0.4704
H 7.04 -2.28 -3.54 0.4207
H 7.47 -0.74 -1.66 0.4396
H 5.61 -0.18 -0.08 0.4928
S 3.76 2.96 0.65 -0.2739
C 2.57 3.49 1.72 -0.4203
C 1.31 2.96 1.57 -0.9393
C 1.20 2.06 0.51 0.3332
C 2.56 1.64 -0.02 0.9685
C 2.48 1.73 -1.52 -0.1104
C 3.58 1.69 -2.35 -0.6641
C 3.39 1.81 -3.71 -0.7891
C 2.10 1.97 -4.20 -0.8710
C 1.05 2.00 -3.31 -0.3857
N 1.24 1.88 -2.00 -0.0633
H 2.83 4.25 2.44 0.4693
H 0.47 3.30 2.15 0.5453
H 4.57 1.58 -1.93 0.6064
H 4.24 1.77 -4.39 0.4669
H 1.91 2.08 -5.26 0.4632
H 0.03 2.13 -3.63 0.6106
F 0.33 11.02 -0.45 -0.2577
C -0.92 10.51 -0.44 0.8355
F -1.54 11.01 0.64 -0.2841
F -1.54 11.02 -1.53 -0.2546
C -0.91 9.01 -0.46 0.3369
C -1.56 8.27 0.51 -0.5151
C -1.52 6.89 0.47 -0.7032
C -0.83 6.22 -0.54 0.4999
C -0.19 6.98 -1.53 -0.4889
C -0.23 8.36 -1.49 -0.9029
C -0.76 4.79 -0.57 0.3730
C -0.68 3.58 -0.57 -0.9697
H -2.10 8.78 1.30 0.4449
H -2.03 6.31 1.23 0.4793
H 0.34 6.47 -2.32 0.4604
H 0.27 8.95 -2.25 0.3694
C -1.26 -1.88 -2.83 -1.1364
S 0.20 -1.49 -1.93 1.0436
O 0.67 -2.92 -1.42 -0.4898
O 1.19 -1.05 -2.88 -0.5946
O -0.06 -0.62 -0.80 -0.4671
H -0.93 -2.55 -3.62 0.5722
H -1.67 -0.96 -3.24 0.3345
H -1.93 -2.38 -2.12 0.1114

=====

(3)
108
Properties=species:S:1:pos:R:3:mulliken_spin:R:1 method="wB97M-V/def2-TZVPD" s_squared=2.16 spin_multiplicity=3 charge=+2 homo_lumo_gap_ev="6.5 / 6.1" e_tot_ev=-131662.271 homo_ev="-12.515 / -12.296"
V 0.48 0.09 0.51 2.0835
N 2.40 -3.19 1.69 -0.0041
C 2.06 -2.02 2.22 0.0237
S 3.01 -1.14 3.25 0.0131
N 0.78 -1.65 1.72 -0.0427
N 0.24 -0.54 2.29 -0.0209
C 0.26 -0.22 3.52 0.0316
C -0.09 1.19 3.83 0.0185
C -0.67 1.49 5.05 0.0070
C -1.08 2.79 5.32 0.0008
C -0.90 3.77 4.36 0.0030
C -0.26 3.43 3.19 -0.0005
N 0.15 2.17 2.94 -0.0116
H 3.30 -3.58 1.91 -0.0001
H 1.75 -3.70 1.12 -0.0007
H 0.50 -0.91 4.31 -0.0062
H -0.81 0.69 5.76 -0.0007
H -1.53 3.03 6.27 -0.0001
H -1.22 4.79 4.52 -0.0004
H -0.02 4.15 2.41 0.0068
O -2.10 -0.56 -1.38 -0.0112
S -1.20 -1.25 -0.37 -0.0254
C -0.87 -2.80 -1.10 0.0033
C -1.91 -3.71 -1.13 -0.0008
C -1.87 -4.90 -1.87 0.0009
C -0.77 -5.12 -2.65 -0.0011
C -0.46 -6.25 -3.60 0.0002
C 0.89 -5.86 -4.25 -0.0003
C 1.24 -4.53 -3.64 -0.0003
C 2.27 -3.67 -3.91 0.0009
C 2.33 -2.48 -3.17 -0.0086
C 1.44 -2.11 -2.18 0.0238
P 1.87 -0.54 -1.36 -0.0503
C 1.88 0.66 -2.74 0.0581
C 2.98 1.44 -3.07 0.0068
C 2.88 2.40 -4.08 0.0001
C 1.68 2.59 -4.74 0.0034
C 0.57 1.81 -4.41 0.0016
C 0.68 0.85 -3.42 0.0196
C 3.58 -0.68 -0.77 -0.0188
C 4.33 -1.85 -0.73 0.0063
C 5.61 -1.83 -0.20 0.0027
C 6.15 -0.65 0.29 0.0002
C 5.40 0.51 0.27 0.0176
C 4.12 0.49 -0.24 0.0401
C 0.31 -2.97 -1.92 0.0196
C 0.27 -4.16 -2.68 0.0026
C -2.21 -1.41 1.08 0.0576
C -2.47 -2.59 1.73 0.0079
C -3.33 -2.67 2.84 0.0015
C -3.92 -1.52 3.28 0.0028
C -4.91 -1.28 4.41 0.0000
C -5.14 0.26 4.41 -0.0005
C -4.23 0.79 3.32 0.0030
C -3.98 2.06 2.91 0.0005
C -3.06 2.25 1.85 0.0122
C -2.42 1.21 1.21 0.0032
P -1.19 1.54 -0.09 -0.1456
C 0.34 2.34 0.39 -0.0781
C 1.00 3.20 -0.60 0.1209
C 2.13 3.86 -0.35 -0.1253
C 2.74 3.77 0.96 0.0183
C 2.26 2.98 1.92 -0.0323
C 1.07 2.10 1.68 -0.0244
C -1.94 2.57 -1.36 0.0175
C -2.54 2.07 -2.51 -0.0077
C -3.19 2.94 -3.38 0.0013
C -3.24 4.29 -3.12 -0.0019
C -2.64 4.80 -1.97 0.0026
C -1.99 3.94 -1.10 0.0000
C -2.72 -0.15 1.59 -0.0378
C -3.59 -0.29 2.67 -0.0037
H -2.82 -3.48 -0.59 0.0009
H -2.70 -5.58 -1.85 -0.0003
H -1.26 -6.35 -4.34 -0.0001
H -0.41 -7.20 -3.07 -0.0001
H 0.81 -5.78 -5.34 0.0000
H 1.67 -6.60 -4.05 0.0000
H 3.02 -3.89 -4.66 0.0000
H 3.15 -1.80 -3.39 0.0004
H 3.93 1.30 -2.57 -0.0014
H 3.74 2.99 -4.34 -0.0001
H 1.60 3.34 -5.52 0.0000
H -0.36 1.94 -4.93 -0.0002
H -0.19 0.24 -3.17 -0.0175
H 3.92 -2.78 -1.11 -0.0003
H 6.20 -2.75 -0.18 0.0000
H 7.16 -0.65 0.69 -0.0001
H 5.82 1.43 0.67 0.0000
H 3.54 1.41 -0.24 -0.0200
H -2.00 -3.49 1.37 -0.0007
H -3.52 -3.63 3.31 0.0001
H -4.50 -1.63 5.36 0.0003
H -5.83 -1.83 4.24 0.0002
H -4.90 0.70 5.38 0.0000
H -6.18 0.51 4.20 0.0003
H -4.46 2.92 3.37 -0.0003
H -2.85 3.26 1.53 -0.0006
H 0.53 3.30 -1.57 0.0041
H 2.58 4.49 -1.11 0.0031
H 3.63 4.36 1.17 0.0006
H 2.73 2.90 2.89 -0.0003
H 1.53 1.05 1.73 0.0560
H -2.53 1.01 -2.72 -0.0041
H -3.65 2.54 -4.28 0.0001
H -3.75 4.96 -3.80 -0.0001
H -2.67 5.86 -1.76 -0.0001
H -1.49 4.35 -0.23 -0.0027

=====

(4)
111
Properties=species:S:1:pos:R:3:mulliken_charge:R:1 method="wB97M-V/def2-TZVPD" charge=+1 homo_lumo_gap_ev=8.3 e_tot_ev=-93502.154 e_above_lowest_kj_mol=23.32 homo_ev=-9.920
Au -0.52 0.28 1.00 1.3962
C 2.92 -1.05 -3.46 -1.0960
N 2.69 -0.30 -2.24 0.2817
C 1.51 0.26 -1.85 -0.5954
N 1.64 0.90 -0.71 -0.1106
C 2.95 0.75 -0.32 -0.2893
C 3.62 0.01 -1.27 0.7223
C 5.03 -0.39 -1.38 -0.3491
C 5.39 -1.74 -1.45 -0.0453
C 6.73 -2.10 -1.53 -0.9416
C 7.71 -1.13 -1.54 -0.3897
C 7.37 0.21 -1.47 -0.8629
C 6.03 0.58 -1.40 0.2326
C 3.38 1.31 0.97 0.8607
C 4.47 0.79 1.67 -0.4087
C 4.80 1.26 2.92 -0.7660
C 4.03 2.26 3.51 -0.7039
C 2.95 2.79 2.83 -0.5349
C 2.63 2.31 1.56 -0.5349
P -0.06 0.11 -2.75 -0.4426
C -0.78 -1.36 -1.98 -0.4782
N -0.77 -1.61 -0.69 0.3762
C -1.60 -2.68 -0.49 -0.6104
C -2.11 -3.10 -1.70 0.5185
N -1.58 -2.24 -2.64 0.3573
C -1.80 -2.31 -4.08 -1.0923
C -3.00 -4.22 -2.03 -0.1036
C -4.17 -4.02 -2.75 -0.1712
C -5.01 -5.08 -3.04 -0.7757
C -4.69 -6.36 -2.60 -0.3976
C -3.52 -6.57 -1.87 -0.7502
C -2.68 -5.51 -1.59 -0.1053
C -1.87 -3.19 0.86 0.4336
C -0.83 -3.31 1.78 -0.2319
C -1.08 -3.72 3.08 -0.5215
C -2.37 -4.03 3.47 -0.5770
C -3.42 -3.93 2.56 -0.7484
C -3.17 -3.50 1.26 -0.5285
C -1.00 1.39 -1.83 -0.3178
N -1.48 1.33 -0.60 -0.2083
C -2.11 2.52 -0.33 -0.5900
C -2.02 3.32 -1.44 0.4568
N -1.32 2.59 -2.39 0.3656
C -1.03 3.03 -3.75 -1.0853
C -2.54 4.67 -1.71 -0.3691
C -3.91 4.92 -1.59 -0.0310
C -4.41 6.19 -1.82 -0.7767
C -3.55 7.22 -2.18 -0.3805
C -2.19 6.98 -2.30 -0.7918
C -1.69 5.71 -2.07 -0.0970
C -2.76 2.79 0.96 0.7564
C -2.63 4.03 1.58 -0.4162
C -3.25 4.27 2.80 -0.7649
C -3.98 3.27 3.42 -0.5871
C -4.10 2.02 2.81 -0.5952
C -3.50 1.79 1.58 -0.3176
H 2.19 -0.74 -4.21 0.4437
H 2.84 -2.12 -3.29 0.3080
H 3.92 -0.82 -3.84 0.3752
H 4.62 -2.50 -1.42 0.4574
H 7.00 -3.15 -1.58 0.4123
H 8.76 -1.42 -1.60 0.4216
H 8.14 0.97 -1.48 0.4243
H 5.75 1.63 -1.34 0.4737
H 5.05 -0.02 1.24 0.4468
H 5.64 0.84 3.46 0.4313
H 4.29 2.63 4.50 0.4157
H 2.34 3.57 3.28 0.4630
H 1.76 2.70 1.03 0.4446
H -1.92 -3.35 -4.37 0.4137
H -0.94 -1.89 -4.59 0.4200
H -2.69 -1.75 -4.36 0.2993
H -4.44 -3.02 -3.07 0.4310
H -5.92 -4.91 -3.60 0.4033
H -5.35 -7.19 -2.82 0.4104
H -3.27 -7.56 -1.53 0.4164
H -1.77 -5.66 -1.02 0.4738
H 0.18 -3.07 1.47 0.4782
H -0.26 -3.81 3.78 0.5048
H -2.57 -4.36 4.48 0.4330
H -4.43 -4.17 2.86 0.4495
H -3.99 -3.41 0.56 0.5305
H -1.85 3.65 -4.09 0.3659
H -0.94 2.16 -4.39 0.4421
H -0.10 3.59 -3.78 0.3218
H -4.57 4.11 -1.30 0.4559
H -5.47 6.37 -1.71 0.4192
H -3.95 8.21 -2.36 0.4125
H -1.52 7.78 -2.58 0.4091
H -0.62 5.53 -2.14 0.4753
H -2.05 4.81 1.11 0.5757
H -3.15 5.24 3.27 0.4376
H -4.46 3.45 4.37 0.4354
H -4.68 1.24 3.28 0.4421
H -3.59 0.82 1.11 0.4426
N -0.81 1.51 4.01 -0.2700
C 0.19 0.62 3.89 0.5997
N 0.48 0.01 2.77 -0.0830
C 1.59 -0.83 2.92 -0.4974
C 2.17 -1.59 1.91 0.2461
C 3.27 -2.36 2.21 -1.1598
C 3.81 -2.37 3.50 -0.9644
C 3.26 -1.60 4.50 -0.6553
C 2.14 -0.83 4.20 1.3081
S 1.23 0.24 5.23 -0.3527
H -1.43 1.64 3.23 -0.1989
H -1.06 1.90 4.90 0.2576
H 1.75 -1.56 0.91 0.3444
H 3.73 -2.96 1.44 0.4423
H 4.68 -2.98 3.71 0.4164
H 3.68 -1.60 5.50 0.4835